(1)
A cluster of 9 separate species, C37H64N8O13 in total at a distorted geometry. Source: OMol25; level of theory: the ωB97M-V functional and the def2-TZVPD basis.

Values from the calculation:
* relative energy (zero: lowest compared OMol25 entry of this formula, charge and spin): 34.4 kcal/mol
* LUMO: -0.169 hartree
* HOMO: -8.16 eV
* electronic energy: -77917.688 eV

```
122
Properties=species:S:1:pos:R:3:forces:R:3
C 4.351 -6.537 -1.203 -6.008 2.614 -5.503
C 3.487 -5.599 -0.265 0.254 -4.404 1.540
C 4.365 -4.685 0.478 -0.352 3.043 -0.204
C 3.722 -3.636 1.370 1.720 1.899 1.831
C 2.284 -3.212 0.831 1.315 -2.198 -0.151
C 2.046 -3.487 -0.740 -3.004 0.621 3.909
N 2.321 -4.968 -0.940 -0.025 1.992 -7.115
O 1.820 -5.341 -2.058 2.394 -0.139 5.435
C 2.819 -2.520 -1.639 -1.081 -0.829 -3.568
C 0.442 -3.236 -0.997 1.754 -1.208 12.394
C 2.845 -6.444 0.930 -2.464 -3.294 -2.748
H 5.074 -7.081 -0.808 3.275 -1.929 2.336
H 4.654 -6.065 -2.239 0.037 -0.041 2.417
H 3.626 -7.243 -1.713 0.579 0.205 1.070
H 4.908 -4.146 -0.229 0.779 1.264 -1.756
H 5.200 -5.097 0.959 0.597 -1.861 0.952
H 4.486 -2.729 1.374 -1.775 -1.428 -0.463
H 3.906 -3.879 2.524 -1.546 0.098 -2.360
H 2.201 -2.174 0.938 -0.597 1.465 0.374
H 1.518 -3.746 1.428 0.115 0.604 -0.486
H 2.345 -2.583 -2.754 1.195 -0.131 2.453
H 3.861 -2.817 -1.735 0.167 0.479 0.115
H 2.648 -1.449 -1.408 0.204 -0.828 0.668
H 0.318 -3.164 -1.891 -1.530 1.565 -10.563
H 0.168 -2.285 -0.328 0.442 -2.022 -1.774
H -0.215 -4.143 -0.687 1.294 1.512 0.043
H 3.421 -7.270 1.349 1.165 1.095 0.369
H 2.070 -7.232 0.524 0.727 1.843 0.097
H 2.281 -5.844 1.600 0.057 0.501 0.854
C -0.061 0.926 -0.227 0.186 0.455 2.324
O 0.160 2.112 -0.382 0.717 2.268 -0.990
O 0.949 0.258 0.515 1.221 0.898 0.969
O -1.110 0.325 -0.406 -1.042 -1.968 -0.851
H 1.458 1.012 1.001 -1.249 -1.994 -1.454
C -5.401 1.621 -2.090 2.997 4.346 7.580
C -4.025 1.843 -1.536 -3.550 -0.744 3.374
C -3.912 2.197 -0.038 0.449 2.172 -2.479
C -4.991 2.949 0.709 -2.306 -5.330 -4.658
C -6.449 2.710 0.184 2.312 -0.730 -2.424
C -6.496 2.118 -1.285 0.618 0.601 1.929
N -4.727 3.378 2.030 -3.855 2.913 1.706
O -5.768 3.790 2.687 2.840 -1.591 -1.448
O -3.602 3.574 2.382 0.922 -0.529 0.501
H -5.503 1.135 -2.951 -0.758 -1.524 -3.600
H -3.157 1.501 -2.101 -0.052 0.057 0.579
H -2.809 2.137 0.365 -2.403 0.263 -0.683
H -7.469 2.889 0.794 2.909 -0.066 -1.634
H -7.430 2.072 -1.879 0.079 -0.002 1.280
C 6.211 4.366 2.166 -5.019 2.449 -2.938
C 4.633 4.432 1.783 1.797 -4.429 2.980
C 3.802 3.242 2.269 4.447 0.502 -1.226
C 4.411 1.972 2.792 5.372 4.648 -0.602
C 5.980 2.031 3.012 -4.889 4.170 -3.209
C 6.811 3.246 2.571 -2.673 -4.617 2.912
N 3.692 0.766 3.106 -4.690 1.646 0.463
O 2.396 0.779 3.127 3.424 0.695 -0.683
O 4.290 -0.191 3.438 1.773 -1.990 0.345
H 6.767 5.283 1.897 -0.250 -0.701 0.260
H 4.161 5.243 1.165 0.651 -0.843 1.097
H 2.792 3.192 1.987 -1.355 0.162 -0.169
H 6.447 1.207 3.383 1.199 -2.160 1.007
H 7.837 3.124 2.880 0.282 0.431 -0.389
C -1.477 -1.911 2.296 -1.103 -7.510 7.162
O -0.837 -2.951 2.583 -0.550 1.103 -1.230
N -2.549 -1.544 2.972 -3.058 -0.331 3.242
C -3.200 -0.171 2.833 0.023 -1.257 -2.608
C -3.025 -2.432 4.118 1.468 8.033 0.637
H -1.260 -1.237 1.710 3.163 6.591 -7.070
H -3.004 -0.018 1.723 -0.661 0.390 1.088
H -2.636 0.644 3.304 -0.439 -0.468 0.522
H -4.356 -0.149 2.994 2.345 -0.286 0.006
H -2.439 -3.162 4.417 4.051 -2.764 1.192
H -3.822 -2.941 3.940 -5.675 -2.574 -1.997
H -3.289 -1.746 5.005 0.601 -0.951 -1.243
C 0.247 4.241 -3.185 -2.153 3.161 -1.373
O 1.006 4.567 -4.093 -0.181 -1.070 1.062
N -0.877 5.033 -2.889 1.611 0.250 -0.975
C -1.794 4.667 -1.820 2.467 1.515 -0.758
C -1.120 6.156 -3.758 1.099 3.622 0.163
H 0.168 3.380 -2.575 0.996 -1.436 0.806
H -1.247 4.485 -0.942 0.762 -1.268 1.056
H -2.331 3.932 -2.248 -2.338 -2.872 -0.200
H -2.380 5.464 -1.510 -1.377 1.760 -0.063
H -0.113 6.811 -3.891 -2.229 -1.499 0.441
H -1.920 6.893 -3.359 1.324 -1.418 -0.189
H -1.428 5.982 -4.794 0.075 -0.763 0.147
C 2.101 0.667 -4.432 4.864 1.202 -2.853
O 3.032 0.618 -5.284 -1.416 -0.328 1.386
N 0.892 0.291 -4.696 -3.843 -1.134 -0.195
C -0.073 0.182 -3.594 -2.247 0.237 -1.655
C 0.501 -0.371 -5.970 1.376 -1.210 -1.175
H 2.382 1.177 -3.521 -0.794 -0.122 0.927
H -0.245 1.037 -3.021 0.311 2.171 0.453
H 0.175 -0.468 -2.843 1.116 -2.306 1.577
H -1.158 -0.083 -3.822 1.592 0.068 -0.747
H 1.356 -0.240 -6.847 -2.242 -0.135 2.680
H -0.497 0.065 -6.344 1.549 -0.910 0.710
H 0.454 -1.541 -5.709 -0.289 2.473 -0.946
C -0.126 4.441 2.120 0.734 3.695 2.653
O 0.155 5.677 1.902 0.036 -4.202 1.373
N 0.061 3.709 3.314 0.243 1.710 -3.252
C -0.331 2.366 3.518 0.378 -1.404 2.760
C 0.943 4.408 4.204 -7.307 -2.484 5.837
H -0.726 3.985 1.437 -1.527 -1.982 -2.157
H -0.562 1.940 2.529 0.207 -0.439 0.561
H -1.314 2.274 4.241 2.320 0.198 -1.639
H 0.659 1.890 4.125 -3.117 0.529 -1.942
H 1.664 4.647 3.651 6.492 2.707 -3.471
H 1.135 3.821 5.154 0.184 0.488 -1.400
H 0.218 5.173 4.480 1.259 1.187 0.593
C -4.907 -3.702 -2.350 0.089 1.081 -1.757
O -5.621 -4.679 -2.379 0.246 -0.125 0.401
N -4.157 -3.286 -1.254 -1.153 0.208 -2.949
C -3.539 -1.921 -1.253 1.598 -0.839 0.527
C -4.192 -4.080 -0.013 1.691 2.543 0.008
H -4.876 -3.073 -3.467 0.540 -0.881 3.332
H -2.705 -2.071 -0.463 -0.680 0.770 -1.793
H -4.210 -1.195 -0.738 0.258 -0.181 -0.930
H -3.124 -1.564 -2.355 -1.190 -1.026 3.128
H -3.244 -4.661 0.047 -0.351 0.766 0.546
H -4.949 -4.802 0.041 -1.468 -0.589 -0.349
H -4.347 -3.247 0.745 0.526 -1.641 -0.097
```
Forces are in eV/Å.

***

(2)
A cluster of 5 separate species, C37H68N6O6S in total at a distorted geometry. Source: OMol25; level of theory: the ωB97M-V functional and the def2-TZVPD basis.

Values from the calculation:
* SMILES string: CCCCCCCCCCCCCCCc1ccc2nsnc2c1CCCC(=O)O.CN(C)C=O.CN(C)C=O.CN(C)C=O.CN(C)C=O
* LUMO: -0.052 hartree
* HOMO: -8.65 eV
* electronic energy: -71524.188 eV

```
118
Properties=species:S:1:pos:R:3:forces:R:3
C -6.257 2.423 2.418 -1.193 -0.178 0.047
C -6.414 1.001 3.202 1.254 0.887 0.579
C -5.215 -0.003 2.759 -1.496 -0.104 -0.699
C -5.734 -0.792 1.438 1.262 0.033 -0.254
C -5.965 -2.367 1.713 -0.751 0.834 -0.644
C -4.716 -3.256 1.232 -0.332 -0.102 0.463
C -3.584 -3.469 2.395 0.241 -0.881 -1.149
C -2.116 -2.976 1.873 -1.250 0.131 0.862
C -0.977 -3.261 2.970 -0.513 0.246 -0.132
C 0.543 -3.189 2.421 0.082 -0.995 0.172
C 0.689 -2.856 0.857 0.600 0.857 0.918
C 2.252 -2.599 0.508 -0.146 -0.582 -0.757
C 2.529 -2.459 -1.081 -0.981 -0.432 0.158
C 1.828 -1.150 -1.703 0.513 -0.081 0.062
C 2.847 -0.110 -2.411 -0.794 1.288 0.493
C 2.552 1.335 -1.734 -1.056 2.077 0.483
C 3.757 2.067 -0.991 -3.164 3.372 0.659
C 3.542 3.475 -0.326 -1.099 -3.282 -2.083
C 2.113 4.140 -0.397 -0.136 -0.063 -0.138
N 1.740 5.444 0.151 -1.457 -4.469 -2.814
S 0.095 5.603 -0.291 1.744 -2.557 -0.580
N -0.304 4.149 -1.125 5.120 -0.174 1.369
C 0.944 3.382 -1.133 -0.093 0.797 0.307
C 1.140 1.961 -1.824 2.930 0.899 1.329
C -0.132 1.346 -2.572 0.668 0.195 0.648
C -1.068 0.407 -1.657 -1.080 0.002 -0.205
C -2.576 0.502 -2.290 -0.813 0.145 0.082
C -3.214 -0.935 -2.593 0.692 -2.071 -2.084
O -2.718 -1.687 -3.480 -1.806 2.697 3.501
O -4.391 -1.363 -1.879 2.641 0.632 -1.099
H -6.827 2.353 1.413 1.240 0.218 1.424
H -5.163 2.719 2.266 -1.547 -0.594 0.122
H -6.764 3.290 2.999 0.807 -1.536 -0.875
H -7.431 0.502 3.012 1.507 0.835 0.239
H -6.341 1.260 4.329 -0.118 -0.631 -1.744
H -5.019 -0.792 3.562 -0.075 1.286 -0.982
H -4.267 0.583 2.497 -1.325 -0.802 0.675
H -4.902 -0.707 0.638 -1.413 -0.165 1.127
H -6.651 -0.261 0.983 1.278 -0.940 0.864
H -6.935 -2.658 1.144 1.700 0.223 0.846
H -6.215 -2.485 2.830 0.526 -0.120 -1.607
H -4.216 -2.770 0.319 -0.822 -0.585 1.357
H -5.144 -4.271 0.871 0.895 1.510 0.716
H -3.526 -4.619 2.540 0.018 1.924 0.161
H -3.897 -2.974 3.376 0.507 -0.655 -1.376
H -2.226 -1.831 1.738 0.374 -1.796 -0.268
H -1.963 -3.527 0.871 0.022 1.076 1.541
H -1.090 -2.464 3.793 0.056 -1.246 -1.175
H -1.228 -4.270 3.461 0.705 1.442 -0.745
H 1.130 -2.459 3.095 -0.813 -0.984 -1.309
H 1.024 -4.230 2.588 -0.712 1.721 -0.168
H 0.085 -1.891 0.660 0.868 -1.527 -0.010
H 0.253 -3.724 0.252 0.709 1.299 0.680
H 2.844 -3.530 0.859 -0.842 1.576 -0.322
H 2.643 -1.655 1.034 -0.614 -1.439 -0.573
H 2.016 -3.372 -1.573 1.044 1.296 0.718
H 3.651 -2.512 -1.315 -1.623 0.175 0.365
H 1.068 -1.461 -2.499 0.917 0.407 1.261
H 1.288 -0.592 -0.842 0.854 -0.997 -1.567
H 3.956 -0.412 -2.319 -1.796 0.590 0.057
H 2.629 0.013 -3.534 0.349 -0.394 1.642
H 4.800 1.573 -0.974 -1.985 0.918 0.002
H 4.460 3.964 0.165 -1.853 -0.663 -0.821
H 0.227 0.736 -3.477 -0.642 1.056 1.187
H -0.789 2.250 -2.884 1.285 -1.533 0.324
H -1.075 0.770 -0.559 -0.014 -0.575 -1.844
H -0.802 -0.705 -1.682 -0.018 1.802 0.035
H -2.525 1.050 -3.311 -0.078 -1.165 1.603
H -3.279 1.136 -1.634 1.072 -1.117 -0.872
H -4.468 -2.333 -2.051 0.113 0.933 -0.130
C 5.010 4.254 -4.505 0.112 -0.117 -0.183
N 5.110 2.978 -5.183 -0.556 -0.495 0.343
C 6.096 2.816 -6.234 -0.108 -0.296 -0.028
C 4.304 1.924 -4.863 0.256 0.343 -0.152
O 4.334 0.827 -5.391 0.156 0.263 -0.009
H 4.772 5.029 -5.238 0.020 0.119 0.170
H 5.969 4.481 -4.031 -0.105 0.175 0.053
H 4.230 4.232 -3.742 0.065 -0.090 -0.078
H 5.587 2.550 -7.164 0.192 -0.008 -0.012
H 6.777 2.005 -5.963 0.029 0.067 -0.179
H 6.661 3.738 -6.375 -0.130 -0.071 0.096
H 3.593 2.156 -4.053 0.038 0.139 0.011
C 3.834 -5.343 7.172 0.031 0.019 -0.283
N 2.990 -5.248 5.999 -0.774 0.007 0.311
C 3.611 -5.197 4.690 -0.295 0.030 -0.123
C 1.629 -5.204 6.087 0.415 -0.007 -0.133
O 0.865 -5.124 5.143 0.320 -0.033 0.075
H 4.496 -4.474 7.206 0.067 -0.106 0.174
H 4.432 -6.256 7.107 0.074 0.080 0.185
H 3.235 -5.372 8.084 -0.004 0.008 -0.147
H 3.321 -4.269 4.191 0.098 -0.111 -0.117
H 3.257 -6.042 4.093 0.105 0.116 -0.099
H 4.698 -5.241 4.779 -0.149 0.002 0.093
H 1.262 -5.248 7.126 0.093 -0.005 0.054
C 5.478 5.505 2.616 0.262 -0.036 0.114
N 6.402 4.496 3.095 -0.401 -0.700 -0.103
C 7.712 4.908 3.559 0.048 -0.310 0.059
C 6.075 3.170 3.122 0.200 0.329 0.055
O 6.802 2.275 3.511 -0.013 0.359 -0.063
H 5.930 6.024 1.766 -0.190 0.131 0.011
H 5.282 6.218 3.420 -0.130 0.094 -0.174
H 4.536 5.054 2.300 0.102 0.001 0.082
H 8.477 4.412 2.958 0.074 0.097 0.150
H 7.834 4.604 4.602 0.161 0.072 -0.079
H 7.825 5.990 3.477 -0.116 -0.130 -0.029
H 5.058 2.968 2.748 -0.051 0.101 -0.030
C -5.782 0.416 -4.246 -0.025 -0.021 -0.320
N -6.646 0.499 -5.405 -0.740 0.039 0.318
C -6.047 0.541 -6.725 -0.296 0.017 -0.107
C -8.006 0.538 -5.294 0.369 0.000 -0.179
O -8.786 0.608 -6.225 0.351 -0.016 0.087
H -5.123 1.289 -4.231 0.083 -0.070 0.175
H -5.182 -0.495 -4.314 0.040 0.098 0.147
H -6.365 0.392 -3.323 0.014 -0.013 -0.136
H -6.349 1.464 -7.226 0.092 -0.118 -0.114
H -6.408 -0.310 -7.309 0.110 0.124 -0.101
H -4.959 0.501 -6.653 -0.143 -0.013 0.102
H -8.355 0.501 -4.249 0.100 -0.007 0.062
```
Forces are in eV/Å.

***

| no. | gap between HOMO and LUMO (eV) |
| --- | --- |
| 1 | 3.57 |
| 2 | 7.22 |